This record from OMol25 describes a molecular structure, C32H37N7OS6Ti. The level of theory is ωB97M-V with the def2-TZVPD basis set.

Properties
HOMO energy (spin up / spin down) = -10.963 / -12.753 eV
DFT total energy = -4938.4150 hartree
E_LUMO (spin up / spin down) = -5.4 / -5.5 eV
Net charge = +2
Relative energy (zero: lowest compared OMol25 entry of this formula, charge and spin) = 19.79 kJ/mol
2S+1 = 3

Each line ends with the Löwdin charge.
Geometry (Å):
Ti 0.2330 -0.4703 -0.0118  0.51
C -0.4645 2.9788 2.1396  -0.52
C -1.9388 2.7020 1.7909  -0.49
S -2.3484 1.0769 1.1188  0.84
C -3.2006 0.3176 2.5404  -0.48
C -2.7726 -1.0960 2.9274  -0.51
S -1.0163 -1.4065 3.0989  0.88
C -0.5836 -0.3458 4.4852  -0.50
C -0.3510 1.1577 4.2418  -0.48
S 0.4993 1.5793 2.7023  0.83
H -0.4171 3.7776 2.8804  0.09
H 0.0685 3.3224 1.2536  0.04
H -2.2398 3.4167 1.0350  0.03
H -2.5803 2.8578 2.6564  0.08
H -4.2675 0.3044 2.3140  0.09
H -3.0709 0.9769 3.3952  0.06
H -3.1162 -1.8279 2.1943  0.05
H -3.2700 -1.3534 3.8656  0.09
H 0.3139 -0.7956 4.9125  0.07
H -1.3605 -0.4596 5.2440  0.09
H 0.2403 1.5415 5.0729  0.08
H -1.2959 1.6974 4.2573  0.06
S 2.8073 -7.2951 -0.3687  1.08
N 2.7720 -6.2811 0.8833  -0.20
C 2.4177 -5.1010 0.3911  -0.30
C 2.2662 -3.8722 1.1740  -0.07
C 2.6018 -3.7827 2.5111  0.04
C 2.5174 -2.5327 3.1221  -0.02
C 2.0322 -1.4605 2.4194  -0.18
N 1.6105 -1.5363 1.1213  -0.06
C 1.8163 -2.7372 0.4962  -0.14
C 1.6280 -2.7357 -0.9424  -0.16
N 1.2722 -1.5503 -1.4977  -0.01
C 1.2782 -1.4673 -2.8422  -0.12
C 1.5490 -2.5407 -3.6625  -0.01
C 1.8304 -3.7747 -3.0903  0.04
C 1.8858 -3.8733 -1.7150  -0.09
C 2.2398 -5.1015 -1.0025  -0.31
N 2.4560 -6.2809 -1.5705  -0.20
H 2.9546 -4.6573 3.0418  0.13
H 2.8209 -2.3953 4.1516  0.13
H 1.9491 -0.4865 2.8778  0.06
H 1.0440 -0.4913 -3.2435  0.08
H 1.5338 -2.4078 -4.7348  0.12
H 2.0344 -4.6496 -3.6959  0.13
C -3.5029 -2.0877 -0.4215  0.01
C -2.0862 -2.4820 -0.5732  -0.42
C -1.7547 -3.7019 -1.3583  0.04
O -1.1779 -1.8089 -0.0752  -0.17
H -3.9963 -2.8316 0.2145  0.12
H -3.9780 -2.1670 -1.4032  0.12
H -3.6193 -1.0848 -0.0221  0.06
H -2.5921 -4.3973 -1.3847  0.10
H -0.8581 -4.1849 -0.9801  0.09
H -1.5636 -3.3709 -2.3869  0.12
C -3.0295 3.5350 -5.7147  0.01
C -2.6100 3.4891 -4.2815  -0.24
C -2.5987 4.5405 -3.4175  0.04
C -2.1705 4.3035 -2.1037  -0.26
N -1.7714 3.1076 -1.6622  0.13
C -1.7791 2.0751 -2.5158  -0.72
S -1.2698 0.4753 -2.1886  0.66
N -2.1944 2.2989 -3.7967  0.10
C -2.1277 5.4327 -1.1217  0.00
H -3.4099 4.5214 -5.9642  0.10
H -3.8088 2.7963 -5.9079  0.10
H -2.1806 3.3145 -6.3647  0.10
H -2.9152 5.5202 -3.7430  0.13
H -2.1803 1.4917 -4.4080  0.14
H -2.6703 6.3054 -1.4770  0.09
H -1.0872 5.7199 -0.9520  0.10
H -2.5484 5.1152 -0.1713  0.07
S 1.4023 1.6663 -0.6317  0.64
C 3.0108 1.7546 0.0170  -0.65
N 3.5975 0.6656 0.5474  0.07
C 4.8442 0.6211 1.0711  -0.04
C 5.6112 1.7442 1.0781  -0.03
C 5.0589 2.9127 0.5305  -0.01
C 3.7879 2.9224 0.0112  -0.06
H 3.0259 -0.1762 0.5556  0.09
H 5.1560 -0.3368 1.4622  0.14
H 6.6066 1.7182 1.4945  0.12
H 5.6448 3.8231 0.5180  0.13
H 3.3564 3.8182 -0.4109  0.12